Computed, not measured: 3 unconnected molecules or ions with the total composition C2H10N6O in a non-equilibrium geometry, with wB97M-V/def2-TZVPD.

Properties
HOMO in eV: -14.45
ΔE to the lowest compared entry with this formula, charge and spin in kJ/mol: 150.1
LUMO in eV: -5.85
Net charge: +2
Energy in eV: -13203.6458

XYZ file:
```
19
Properties=species:S:1:pos:R:3:forces:R:3
C -1.65945 -0.60473 2.81258 1.6 -3.7 0.2
C 4.41265 0.02277 -6.53971 -2.7 2.4 -2.2
N -3.45031 2.12457 2.90977 1.7 2.4 -0.4
N 5.27505 -0.66914 -5.92286 0.1 -0.4 -0.6
N 3.64958 0.66988 -7.14219 2.1 -1.7 1.7
N -1.50920 0.56117 3.08773 0.5 3.3 -0.1
N -1.38177 -1.76153 2.50168 -1.8 0.1 -0.7
N -1.86872 -2.96300 2.74697 -0.1 0.1 3.1
O -0.29944 1.21118 3.39970 0.6 -0.4 0.5
H -3.35344 2.08447 3.91309 -0.3 0.2 0.5
H 5.81309 -1.32163 -6.46926 0.4 -0.4 0.2
H 5.40073 -0.50987 -4.95435 0.5 -0.1 1.1
H 2.94392 1.18696 -7.62203 -0.3 0.2 -0.2
H -4.10845 1.48051 2.60570 -1.8 -1.5 -0.6
H -3.71696 3.07441 2.58465 0.4 -0.7 0.3
H -2.46499 1.69558 2.60757 -0.7 0.2 0.5
H -1.93459 -3.56241 1.98190 0.3 -1.0 -1.2
H -2.13010 -3.33604 3.70829 0.6 1.1 -1.8
H 0.38239 0.61685 3.79077 -0.8 0.0 -0.3
```
Positions in Å, forces in eV/Å.

***

Computed, not measured: a single C2H10N8 molecule in a non-equilibrium geometry, with wB97M-V/def2-TZVPD.

Properties
HOMO (alpha / beta) in eV: -5.89 / -8.40
Spin multiplicity: 3
LUMO (alpha / beta) in eV: 1.01 / -0.69
Energy in eV: -14148.1808
Expectation value of S²: 2.008

XYZ file:
```
20
Properties=species:S:1:pos:R:3:forces:R:3
C -1.70203 -0.43635 -1.41341 1.7 0.0 -3.0
C -1.44670 0.19041 -0.29635 0.9 1.5 0.2
N -0.41837 1.18748 -0.12894 -1.3 -0.8 -0.2
N 1.40141 -1.45680 0.08588 1.9 -6.2 -1.3
N 0.66855 0.61771 0.57141 2.6 1.9 -0.1
N 1.51116 -0.22279 -0.23709 -2.0 4.4 0.9
N -2.09227 -0.02497 0.84796 0.2 0.2 2.7
N 0.56465 -1.88676 1.01391 0.3 -0.7 0.3
N 1.62898 1.68282 0.83088 -1.1 -0.2 1.1
N 2.02888 0.27108 -1.34859 -0.2 -0.1 -0.8
H -2.30046 -1.28268 -1.56011 -1.4 -0.8 0.4
H -0.10653 1.37319 -1.04731 0.6 0.8 -1.4
H -2.85525 -0.60925 0.83178 -1.8 -1.6 -0.3
H -2.20593 0.66166 1.57101 0.5 0.5 -0.3
H 1.12987 -2.36251 1.68882 -0.1 -0.8 0.4
H -0.12160 -1.32267 1.45027 -0.7 1.3 0.1
H 1.19566 2.28460 1.56412 0.5 -0.2 -1.5
H 1.84733 2.05805 -0.10637 -0.2 0.7 1.0
H 2.38318 -0.46149 -1.98190 -0.3 -0.1 0.8
H -1.11054 -0.26074 -2.33597 -0.1 0.2 0.9
```
Positions in Å, forces in eV/Å.

***

Computed, not measured: 2 unconnected molecules or ions with the total composition C2H10NO, with wB97M-V/def2-TZVPD.

Properties
HOMO (alpha / beta) in eV: -3.64 / -11.03
ΔE to the lowest compared entry with this formula, charge and spin in kJ/mol: 5.0
Spin multiplicity: 2
LUMO (alpha / beta) in eV: 0.81 / 0.63
Energy in eV: -5770.6729
Expectation value of S²: 0.750

XYZ file:
```
14
Properties=species:S:1:pos:R:3:forces:R:3
N -1.35378 1.78677 0.38525 -0.3 0.1 0.0
H -1.83539 2.05909 -0.50097 0.1 -0.3 -0.1
H -0.55011 1.15155 0.24147 0.0 0.3 0.0
H -2.02940 1.25985 0.99121 -0.1 0.2 0.0
H -1.07808 2.69064 0.83730 0.2 -0.2 0.2
C 0.72542 -1.38948 0.14636 0.5 0.4 0.1
O 0.41871 -0.39933 1.15269 0.0 -0.8 0.1
C 0.85602 -0.70287 -1.19500 0.1 -0.2 0.0
H -0.01615 -2.17960 0.14522 -0.3 -0.1 0.0
H 1.69077 -1.82394 0.39830 0.1 -0.2 0.0
H 0.41393 -0.87722 2.00238 -0.1 0.5 -0.4
H 1.46979 0.17869 -1.06649 0.1 0.3 0.0
H -0.09351 -0.41100 -1.63155 -0.2 0.0 0.0
H 1.38179 -1.34316 -1.90617 -0.1 -0.1 0.0
```
Positions in Å, forces in eV/Å.